# 1
Computed, not measured: a 3-piece molecular cluster, C3H9NO4 overall at a distorted geometry, with the ωB97M-V functional and the def2-TZVPD basis.

Element x y z (Å)
C 1.440625 -1.351115 0.102168
H 0.400118 -1.261514 0.233279
H 1.201429 1.274760 -2.276716
O -2.122983 -0.460121 0.611214
H 1.826198 -1.422657 2.365045
H -1.311956 -0.388684 0.203171
N 1.925894 -0.360420 -0.984359
C 0.938026 0.432675 -1.588892
O 3.541963 -1.158259 1.169563
H -5.265031 2.577045 1.173290
H -2.772192 0.057310 0.123395
O -5.598528 3.214318 0.545639
H 1.553077 -2.318357 -0.352820
H -4.962405 3.326596 -0.168032
C 2.337308 -1.304896 1.324954
H 2.958694 -0.078126 -0.850969
O -0.246070 0.166135 -1.399980

Forces on the atoms, in the same order (eV/Å):
C 1.8 1.1 -1.9
H -1.0 0.5 0.6
H 0.5 -0.7 0.6
O -3.1 -0.5 2.1
H 0.9 0.1 -1.4
H 2.5 0.6 -2.0
N 0.5 0.7 1.2
C -0.1 -1.2 1.0
O -1.8 -0.1 0.7
H 0.4 -0.2 0.0
H 0.5 -0.1 -0.1
O -0.4 0.4 -0.3
H 0.2 -0.8 0.0
H 0.1 -0.2 0.3
C 0.7 0.3 0.3
H -2.5 -0.4 -0.6
O 0.8 0.5 -0.4

## Properties
- E_HOMO: -10.33 eV
- Relative energy (zero: lowest compared OMol25 entry of this formula, charge and spin): 136.8 kJ/mol
- SMILES: O=CCNC=O.O.O
- Calculated total energy: -12935.9865 eV

---

# 2
Computed, not measured: an isolated molecule of C4H6N2O, with the ωB97M-V functional and the def2-TZVPD basis.

Element x y z (Å)
C -0.605733 -0.751129 0.442615
C 0.348312 -0.617860 -0.481557
H 0.225264 -2.237943 -1.667467
C 0.693372 1.279262 0.847057
C -0.604137 0.532146 1.229798
H -1.224223 2.331029 1.059571
H 1.086550 -0.981106 -2.339801
O -1.470343 1.508154 0.608556
H 1.754476 0.953935 -0.880480
H -0.887551 0.440257 2.285845
H -1.200764 -1.639264 0.617311
N 1.049858 0.609719 -0.241991
N 0.828484 -1.448855 -1.480493

Forces on the atoms, in the same order (eV/Å):
C 0.1 0.0 -0.1
C 0.0 -0.1 0.2
H 0.0 0.1 0.0
C -0.1 -0.3 -0.4
C 0.1 -0.2 0.1
H -0.2 0.1 -0.3
H 0.0 0.0 0.1
O -0.4 0.1 0.3
H 0.0 -0.1 0.2
H 0.5 -0.1 -0.2
H -0.1 0.3 -0.1
N 0.2 0.2 0.2
N -0.1 0.0 0.0

## Properties
- E_HOMO: -8.26 eV
- Relative energy (zero: lowest compared OMol25 entry of this formula, charge and spin): 331.0 kJ/mol
- Calculated total energy: -9270.0716 eV

---

# 3
Computed, not measured: a 13-piece molecular cluster, C38H102O13 overall at a distorted geometry, with the ωB97M-V functional and the def2-TZVPD basis.

Element x y z (Å)
C -0.375585 -0.097827 -0.475438
C -1.125605 1.188613 -0.109818
H -3.976915 -6.151127 1.968452
H -1.570495 -5.998997 2.043712
H 4.176965 3.730583 -2.005078
H -1.053035 1.857103 -3.759148
C 0.649155 -0.524187 0.582462
C -1.406175 -3.854807 1.628562
C -3.037785 -2.837757 -2.267038
H -4.603955 2.072263 -1.983118
H 1.069175 0.467113 6.536832
H -3.006365 -3.355207 -3.225868
H -3.163485 0.123233 4.411972
H 3.473395 -0.582947 -1.520388
C -4.996935 -1.357827 2.789522
C 4.940905 -3.288337 0.806862
H -0.999455 -0.173607 -3.176528
C -5.239955 1.214083 -1.766048
H 3.422695 0.137673 -3.100228
C -2.479205 4.132553 1.090802
C 3.391045 1.951973 3.117492
H 4.839215 0.798213 1.909632
H -0.369345 1.878113 0.265362
H -0.630585 -1.709897 5.265232
H 1.121085 -2.049687 3.805482
H 1.786665 -1.702777 6.723522
H 0.573735 6.516303 1.437252
H 0.351235 4.385423 0.149702
H 2.508375 5.518983 -1.381118
H 4.018685 -0.144077 3.139442
H -3.555065 -4.828237 3.112862
C 6.343565 -6.457327 -0.807948
C -5.570565 0.478403 -3.031448
C 2.742925 -3.017007 -7.267028
O 2.822955 -2.949427 -5.851078
C 6.393585 -5.005187 -0.252418
H -2.389485 -1.291337 4.045282
H 5.553645 -3.480697 1.687562
H 2.830775 -2.767417 -3.344908
H -2.162115 -3.207037 -1.733258
H -1.872945 0.209503 3.218302
H 3.312295 -3.864957 -7.647698
H 2.560175 1.707553 3.779322
O 2.302025 2.014293 -1.567138
C -2.727035 -0.381027 3.549802
C -2.708385 1.608473 -5.210358
C 3.484145 -3.054587 1.211672
H 3.296565 -3.799117 1.985352
C 1.995225 -1.975427 -5.186938
H -2.100955 -6.445467 0.023772
H -1.091785 -0.905587 -0.626088
H 1.733545 -3.266217 -7.594378
H 5.536875 -6.607187 -1.525508
C -3.403645 7.849763 3.471882
H -0.603715 0.631893 5.953922
C 0.325585 -1.342577 5.637932
H 2.212175 -0.961727 4.569772
H 1.229845 -3.352327 -3.758608
H -4.767285 -2.407027 2.975352
H -3.927105 8.515873 4.157732
H 2.231445 2.965533 -1.458668
H -1.718495 0.995743 0.784262
O -1.573595 -0.107097 -3.943038
H 2.468555 3.899103 2.598542
H -1.841965 4.164543 0.207062
H 4.925125 0.005303 -2.199578
C -3.529695 -5.162917 2.075832
H 7.280495 -6.679937 -1.318528
H 2.094305 5.624063 1.481842
H 3.776785 3.453863 1.537792
H 6.176275 -7.173377 -0.003338
H 6.702825 -4.328217 -1.048778
H 2.509915 -1.015197 -5.220818
H 3.135835 0.309893 1.704682
H -3.045135 2.644413 -5.171108
H 3.239105 -2.065197 1.597902
O -4.575175 -4.431937 -1.262908
C 1.853005 -2.459097 -3.715038
C -2.128095 -5.231577 1.506832
H -5.636015 -1.322787 1.907232
C 3.865685 0.245523 -2.110158
H 1.304215 -1.318957 0.225612
C 2.946715 3.047043 2.115362
H -2.456085 7.707903 3.991592
H 1.934295 6.991763 0.392142
O -4.130035 0.608233 2.042002
H -5.127985 -2.593917 -2.066138
H -4.658815 -0.002897 -3.385208
C 0.910645 5.198953 -0.312168
H -2.895525 -1.768277 -2.422218
H -1.336555 -3.518217 2.662952
H -2.586235 1.398123 -3.037928
H 2.820595 -3.169347 0.354562
C 4.370985 2.740503 -2.417628
H -3.846505 -4.746977 -0.723108
H 5.208495 2.591593 3.397102
H 5.396275 -2.541767 0.156192
H -3.594855 1.030673 -5.471928
H 5.448935 2.641083 -2.545028
H 3.117535 -1.760117 -8.995768
O -2.108045 -5.490737 0.123962
H -0.409555 -3.857487 1.187172
H -0.232515 -0.267457 7.418172
O -4.546795 0.298053 -0.972758
H 1.334485 -1.696427 -3.134028
C -1.945105 1.248353 -3.906618
H -3.261195 -1.083567 1.542002
H 0.193515 5.700473 -0.962018
H -4.296725 1.083813 2.859092
O 0.319415 0.192293 -1.700548
H -1.943365 6.161563 1.456502
O 2.015015 4.750043 -1.086278
O -3.451705 5.417753 2.786252
H 2.552225 -0.871607 -7.620688
C 1.398275 6.148053 0.826812
H -4.468165 0.487483 -0.034928
C -2.844115 5.548193 1.479162
C -4.221205 6.573393 3.222172
C -4.312515 -3.053137 -1.507368
H 0.997615 -1.866307 -5.612348
O 1.071695 -2.247327 6.386072
H -3.224025 8.409803 2.554172
H -6.131195 1.582713 -1.258198
C -3.741235 -0.639767 2.414192
H 4.000905 2.572463 -3.429008
H -5.042705 6.653653 2.510282
H -2.023095 1.463183 -6.045448
H 0.810655 -0.327877 3.732912
C 3.883905 0.659993 2.415972
H 4.220805 -1.461267 -7.602438
H -6.323545 -0.281847 -2.823728
H -4.304095 -2.485907 -0.576628
H -1.719765 1.631513 -0.909128
C 3.699925 1.639113 -1.547768
H 1.110465 0.726523 -1.598418
H 4.103445 1.728023 -0.539128
H 1.206935 0.387263 0.797492
H -5.837115 1.177803 -3.823848
H 0.179395 -0.918197 1.483672
H -4.166785 -4.565687 1.423502
C 1.150455 -1.129387 4.388822
H -3.336225 3.481553 0.918182
H -1.909555 3.752353 1.938762
H 7.136725 -4.885077 0.535872
O 5.064005 -4.608377 0.089982
O 4.426605 2.481023 3.943012
H -3.531285 5.883043 0.702132
C 0.116785 -0.047477 6.409362
H -4.736645 6.316253 4.147532
H -5.527905 -0.904177 3.626422
H 2.196355 2.648503 1.432552
H -1.916255 -3.076187 1.061402
C 3.202295 -1.697007 -7.910908

Forces on the atoms, in the same order (eV/Å):
C 0.6 0.9 -0.4
C 0.5 -0.7 1.3
H -0.1 -0.2 0.5
H 0.2 0.0 0.0
H -0.2 -0.1 -0.3
H 0.0 0.4 -0.3
C -0.6 0.3 -0.2
C -0.1 -0.4 0.1
C 0.7 0.2 -0.1
H 0.1 0.3 -0.1
H 0.1 0.2 -0.2
H -0.3 0.1 -0.1
H -0.5 0.5 -0.2
H -0.4 0.3 0.4
C 0.1 -1.4 -0.3
C 0.6 -2.1 -0.7
H 0.6 -0.5 0.3
C 0.0 0.3 0.2
H -0.1 0.2 -0.1
C 0.6 0.2 0.4
C 0.7 0.3 -1.0
H 0.0 0.2 -0.1
H 0.1 0.5 -0.4
H 0.0 -0.7 0.7
H 0.0 -0.1 -0.1
H 0.3 -0.3 0.3
H -0.1 0.0 -0.1
H 0.5 -0.5 -0.3
H 0.0 0.1 -0.1
H 0.1 0.1 0.1
H 0.0 0.0 -0.1
C 0.0 0.7 0.5
C 0.3 0.2 -0.3
C -0.2 1.0 -0.1
O -0.3 -0.3 -0.1
C -1.0 -0.1 -1.2
H 0.3 -0.3 -0.4
H 0.1 0.7 0.2
H 0.0 0.3 0.3
H 0.0 -0.1 0.3
H 0.0 -0.1 -0.2
H 0.5 0.1 0.5
H 0.0 0.0 0.1
O 0.5 -1.3 0.4
C 0.1 -1.3 0.4
C 0.7 0.1 0.4
C 0.5 -0.4 -0.4
H -0.5 0.0 -0.1
C 0.7 -0.7 0.9
H -0.1 -0.1 -0.4
H 0.1 -0.1 -0.5
H -0.5 0.3 0.1
H 0.0 0.4 0.0
C -0.3 0.2 -0.2
H 0.1 0.0 -0.2
C 0.4 1.7 -1.3
H 0.0 0.2 0.4
H 0.0 -0.1 0.2
H -0.3 -0.1 0.3
H -0.4 0.0 -0.2
H -0.1 0.5 0.1
H -0.6 0.1 -0.1
O 0.0 -0.1 -0.2
H 0.1 -0.1 0.4
H -0.1 -0.2 -0.1
H 0.2 0.2 -0.1
C -0.3 -0.6 -0.8
H 0.1 -0.1 0.1
H -0.1 0.0 -0.1
H 0.2 -0.2 -0.1
H 0.1 0.0 0.0
H 0.3 0.0 -0.3
H -0.1 0.2 0.0
H 0.1 0.1 -0.1
H 0.2 0.2 -0.1
H 0.6 0.1 0.2
O -0.5 0.4 -0.1
C -0.2 0.0 -1.6
C 0.9 2.1 0.7
H -0.2 0.0 0.1
C 0.3 -0.4 -0.1
H 0.0 0.2 -0.3
C -0.4 -0.5 0.3
H 0.1 -0.6 -0.2
H -0.1 0.2 0.0
O -0.7 3.1 -1.6
H -0.3 -0.5 -0.1
H 0.0 -0.2 0.1
C 0.0 1.3 1.1
H 0.0 0.0 -0.2
H 0.0 -0.1 0.1
H -0.3 0.3 0.1
H 0.0 -0.4 0.0
C 0.5 -1.3 -0.1
H 0.4 -0.3 0.0
H 0.1 0.0 -0.1
H -0.1 0.3 0.1
H 0.1 -0.4 0.6
H 0.2 -0.2 0.5
H 0.3 -0.1 -0.1
O -0.3 -0.6 -0.5
H 0.1 -0.4 0.2
H -0.2 -0.1 0.0
O 0.7 -1.2 0.3
H 0.3 0.0 0.2
C -1.3 0.0 -0.8
H 0.1 -0.3 0.1
H 0.0 0.2 -0.1
H -0.2 0.4 -0.2
O -1.2 -1.6 -0.6
H -0.1 0.3 0.4
O -0.2 -0.5 0.2
O 0.0 1.3 -0.3
H 0.0 0.0 0.2
C -0.1 -0.6 -0.7
H -0.3 0.7 0.2
C -0.8 -1.2 0.3
C 0.5 -0.7 0.0
C -0.1 0.0 -0.1
H 0.0 -0.1 -0.4
O -0.4 -1.0 1.0
H 0.1 0.0 0.0
H -0.2 0.1 0.0
C 1.1 -0.4 1.7
H -0.4 0.6 0.0
H 0.1 0.7 -0.3
H 0.1 0.2 -0.1
H -0.2 0.1 0.0
C -0.6 0.3 0.4
H 0.0 0.0 -0.1
H -0.1 0.1 -0.3
H 0.2 0.0 0.3
H 0.1 -0.3 0.1
C -0.1 1.5 -0.8
H 0.3 0.6 0.5
H -0.1 -0.3 0.3
H 0.3 -0.2 0.3
H -0.5 -0.1 0.0
H -0.1 0.2 0.2
H 0.1 0.5 0.2
C 0.1 0.1 -1.3
H 0.0 0.2 0.0
H 0.2 -0.4 -0.2
H -0.2 -0.2 0.5
O -0.6 1.0 1.0
O -0.3 -0.2 0.4
H -0.4 0.7 0.3
C -0.2 -0.1 0.4
H 0.4 -0.5 0.1
H 0.2 0.0 0.1
H 0.1 -0.1 -0.3
H -0.5 -0.1 0.0
C -0.4 -0.5 0.0

## Properties
- E_HOMO: -9.24 eV
- Relative energy (zero: lowest compared OMol25 entry of this formula, charge and spin): 158.4 kJ/mol
- Calculated total energy: -67674.2584 eV

---

# 4
Computed, not measured: C17H14Cl2LaO2 as an isolated structure at a distorted geometry, with the ωB97M-V functional and the def2-TZVPD basis.

Element x y z (Å)
O -1.058869 0.952646 0.251243
H -1.007031 1.577913 -3.407957
C 0.330624 -0.086422 -4.165260
C 2.222011 -2.207019 -1.534205
C -1.452381 0.946930 2.690715
C -1.848520 0.710862 5.088280
H -1.017761 -2.750039 -0.782724
C 0.866061 -2.367309 -1.976144
C 1.758399 -0.213751 -4.204496
H -0.371596 -0.770618 -4.666882
C -0.608315 0.706057 1.452007
H 2.314153 -0.939772 -4.820098
C -2.667897 1.615167 2.598751
H -0.152704 -0.092669 4.029006
H 0.585523 -2.454603 -3.026358
O 0.568862 0.280763 1.594774
C 0.048338 -2.543591 -0.827082
C -3.443755 1.875432 3.721812
H -1.532748 0.397133 6.068368
H 3.394729 1.170520 -3.564556
H -3.042728 1.968711 1.645983
C -3.051263 1.407456 4.982712
C -1.091078 0.440428 3.948682
C 0.008304 1.193105 -3.599337
C 2.320737 0.951948 -3.609185
Cl -4.021068 1.688841 6.354390
C 1.247813 1.838986 -3.261790
Cl 2.968703 1.365145 -0.363959
C 2.212627 -2.371369 -0.105810
H 3.091073 -2.105328 -2.210700
H 3.097263 -2.445610 0.561698
H 0.593146 -2.755166 1.365675
C 0.875588 -2.534353 0.314613
H -4.320368 2.506205 3.591342
La 0.826932 0.220520 -1.341646
H 1.357188 2.822865 -2.791857

Forces on the atoms, in the same order (eV/Å):
O -0.4 0.0 1.5
H 0.6 -0.2 -0.2
C 0.4 0.7 -0.5
C -0.3 -0.7 0.3
C -0.6 -0.5 -0.1
C -0.4 0.0 -0.3
H 0.1 0.2 -0.3
C 0.5 -0.8 0.0
C -0.6 1.0 -0.2
H 0.4 0.3 0.6
C 1.9 -0.4 -1.5
H -0.3 0.1 0.9
C -0.1 0.3 0.1
H 0.0 0.0 0.0
H -0.1 0.1 0.5
O -1.6 0.4 0.3
C -0.1 -0.2 0.0
C 0.0 0.1 0.3
H 0.1 -0.2 0.1
H -0.7 -0.1 0.3
H 0.3 0.0 -0.1
C 0.8 0.0 -1.8
C 0.3 0.6 -0.2
C 0.4 0.1 -1.0
C -0.6 0.2 -0.9
Cl -0.4 0.2 0.7
C -0.1 0.2 -1.1
Cl 1.0 0.6 0.3
C 0.3 0.2 -0.4
H -0.6 0.0 0.7
H -0.8 0.4 -0.7
H 0.0 0.5 -1.0
C 0.6 -0.4 0.5
H 0.0 -0.3 0.2
La -0.1 -1.9 3.0
H 0.0 -0.5 -0.2

## Properties
- E_HOMO: -4.66 eV
- Total charge: -1
- Calculated total energy: -47861.1200 eV